# 1
This record from the Open Molecules 2025 dataset describes a molecular structure, C37H54HgN3P at a distorted geometry. The level of theory is ωB97M-V/def2-TZVPD.

Geometry as XYZ:
```
96
Properties=species:S:1:pos:R:3:forces:R:3
Hg -0.079 0.357 0.286 1.7 -0.5 -0.9
N -0.636 0.199 3.211 0.4 -0.4 1.9
N -2.985 0.824 0.961 -0.8 1.9 -1.9
C -1.155 -2.967 -1.341 0.2 -0.4 1.1
C -2.122 -3.264 -0.340 1.3 0.1 0.1
C -1.436 -3.427 0.889 0.5 0.3 -0.9
C -2.045 -3.673 2.216 0.0 -0.1 0.4
H -3.120 -3.869 2.118 0.1 0.1 0.2
H -1.902 -2.813 2.890 -0.1 -0.2 0.0
H -1.580 -4.548 2.695 -0.2 0.0 0.2
C -0.050 -3.239 0.653 -1.0 0.1 -0.8
C 1.004 -3.277 1.686 0.4 -0.1 0.3
H 1.393 -4.299 1.842 0.1 0.1 0.1
H 0.620 -2.919 2.653 0.1 0.0 -0.1
H 1.856 -2.640 1.406 -0.1 -0.1 0.1
C 0.129 -2.988 -0.733 -1.2 0.1 0.7
C 1.420 -2.769 -1.419 0.4 0.0 -0.2
H 2.046 -2.047 -0.874 0.0 0.0 -0.2
H 1.256 -2.379 -2.430 0.1 0.0 0.1
H 1.993 -3.706 -1.506 0.1 0.1 -0.1
C -3.588 -3.327 -0.509 -0.4 0.0 0.0
H -4.005 -4.149 0.088 -0.2 0.1 -0.1
H -3.858 -3.500 -1.557 -0.1 0.0 0.1
H -4.084 -2.402 -0.177 -0.1 -0.1 0.0
C -1.414 -2.632 -2.759 0.1 0.1 -0.4
H -1.180 -1.575 -2.966 -0.1 -0.1 -0.2
H -2.464 -2.794 -3.026 0.1 0.0 -0.1
H -0.789 -3.243 -3.429 -0.1 0.1 -0.1
C 0.103 0.520 4.278 -0.4 0.9 0.2
H 0.917 -0.169 4.513 0.0 0.3 0.0
C -0.127 1.676 5.045 0.5 -0.7 -0.1
H 0.534 1.897 5.875 0.0 0.1 0.0
C -1.203 2.515 4.719 -0.7 0.0 -0.7
H -1.389 3.443 5.264 0.1 -0.2 0.0
C -2.085 2.104 3.725 1.2 -0.4 0.2
H -3.004 2.618 3.451 0.2 0.0 0.2
C -1.807 0.860 3.068 -0.6 0.4 -1.0
C -2.723 0.226 2.186 -0.3 -0.8 1.6
H -2.747 -0.862 2.192 0.6 0.2 -0.5
C -2.137 0.809 -0.134 -4.1 -1.5 0.1
C -4.188 1.477 0.647 1.0 -0.5 0.3
H -4.917 1.684 1.409 -0.1 -0.1 0.0
C -4.142 1.749 -0.656 -0.2 0.2 -0.8
H -4.879 2.210 -1.287 0.0 0.1 -0.1
N -2.919 1.271 -1.156 -0.7 0.9 0.3
C -2.753 1.059 -2.563 -0.2 0.0 -0.1
C -3.687 0.240 -3.228 0.7 0.1 -0.2
C -3.522 0.019 -4.600 0.1 0.5 0.3
H -4.243 -0.621 -5.113 0.2 0.1 0.1
C -2.479 0.613 -5.310 0.0 0.0 0.4
C -2.322 0.364 -6.780 0.1 -0.1 -0.3
H -1.445 -0.266 -6.982 -0.2 0.1 0.0
H -2.185 1.302 -7.334 0.0 -0.2 0.1
H -3.206 -0.149 -7.177 0.2 0.1 0.0
C -1.587 1.448 -4.630 -0.4 -0.1 0.2
H -0.774 1.932 -5.176 -0.2 -0.1 0.1
C -1.744 1.722 -3.265 -0.1 -0.1 -0.4
C -0.891 2.762 -2.609 0.4 0.2 0.1
H -1.454 3.689 -2.413 0.0 -0.3 0.0
H -0.065 3.021 -3.282 -0.1 0.0 0.2
H -0.465 2.418 -1.654 -0.1 0.0 -0.2
C -4.826 -0.415 -2.520 -0.5 -0.5 0.1
H -5.600 0.306 -2.223 0.2 -0.2 0.0
H -4.523 -0.984 -1.629 0.0 0.3 -0.2
H -5.298 -1.123 -3.209 0.0 0.0 0.1
C 3.431 -0.827 3.383 -0.1 0.1 0.1
C 3.452 0.601 2.819 0.6 0.6 -0.2
C 4.860 1.192 2.972 0.1 0.1 0.7
P 2.675 0.681 1.114 0.6 -1.1 0.7
C 2.267 2.500 0.820 0.3 -0.5 0.5
C 2.939 3.546 1.707 0.0 0.3 -0.2
C 2.309 2.859 -0.675 -0.1 0.3 0.0
C 4.075 0.223 -0.052 -0.4 0.7 0.3
C 5.172 1.273 -0.241 0.4 -0.1 -0.4
C 4.694 -1.147 0.259 0.0 -0.1 -0.2
H 4.094 -1.503 2.825 -0.3 0.2 0.1
H 2.420 -1.253 3.390 0.3 0.1 -0.2
H 3.792 -0.801 4.423 0.0 0.0 -0.1
H 2.757 1.207 3.427 0.2 -0.2 -0.1
H 5.639 0.533 2.567 -0.3 0.1 0.0
H 4.970 2.192 2.538 0.0 -0.3 0.0
H 5.064 1.294 4.050 0.2 0.0 0.0
H 1.202 2.497 1.124 0.2 -0.1 -0.2
H 3.991 3.715 1.441 -0.2 0.0 0.1
H 2.413 4.500 1.553 0.1 0.0 0.1
H 2.863 3.308 2.777 0.1 0.0 -0.3
H 2.165 1.989 -1.336 -0.1 0.3 0.3
H 1.499 3.572 -0.888 0.1 -0.1 0.0
H 3.250 3.354 -0.954 -0.1 -0.1 0.1
H 3.527 0.128 -1.006 0.1 0.0 0.2
H 5.922 1.234 0.559 -0.2 0.0 -0.1
H 5.699 1.040 -1.177 0.2 0.1 0.0
H 4.801 2.298 -0.327 0.1 -0.3 0.1
H 3.945 -1.924 0.464 0.1 0.3 0.0
H 5.268 -1.475 -0.621 -0.1 0.0 0.1
H 5.404 -1.106 1.097 -0.2 0.1 -0.1
```
Forces are in eV/Å.

The calculation puts the HOMO energy at 1.405 eV. As for the total charge: -2. As for the HOMO-LUMO gap: 2.921 eV.

# 2
This record from the Open Molecules 2025 dataset describes a molecular structure, C37H54IrNO2 at a distorted geometry. The level of theory is ωB97M-V/def2-TZVPD.

Geometry as XYZ:
```
95
Properties=species:S:1:pos:R:3:forces:R:3
Ir -0.447 0.424 0.261 2.0 0.1 -2.1
C 0.196 -2.432 -0.164 0.5 0.3 0.4
C 1.071 -2.528 0.927 -0.3 -0.1 -0.1
C 0.435 -1.846 2.029 -0.1 -0.3 0.0
C -0.852 -1.392 1.555 -0.3 0.7 -0.2
C -1.033 -1.791 0.193 -0.5 1.3 -0.1
C -2.373 -2.063 -0.467 -0.2 -0.2 0.0
C -2.198 -2.304 -1.969 0.1 0.1 0.1
C -3.374 -0.923 -0.254 0.1 -0.1 0.0
C -2.923 -3.337 0.201 0.1 0.1 -0.1
C 0.866 -1.560 3.457 0.1 0.2 0.3
C 1.301 -2.819 4.227 0.0 0.0 -0.2
C 2.008 -0.522 3.453 0.0 0.0 -0.2
C -0.290 -0.944 4.264 -0.1 -0.1 -0.1
C 2.300 -3.424 0.817 0.3 -0.2 0.1
C 3.577 -2.855 1.448 -0.1 0.0 0.0
C 2.633 -3.724 -0.656 -0.1 0.1 0.1
C 1.962 -4.776 1.478 0.0 0.1 0.0
H 0.372 -2.858 -1.135 0.1 0.1 -0.1
H -1.681 -1.189 2.216 0.0 0.1 0.0
H -1.773 -1.424 -2.457 0.0 0.0 0.0
H -3.162 -2.517 -2.428 -0.1 0.0 0.0
H -1.550 -3.158 -2.161 0.0 0.0 -0.1
H -2.995 0.016 -0.655 -0.1 0.0 0.0
H -3.604 -0.777 0.801 0.0 0.1 0.1
H -4.307 -1.157 -0.768 0.0 -0.1 0.0
H -2.251 -4.179 0.036 0.0 -0.1 0.0
H -3.901 -3.586 -0.210 0.0 0.0 0.0
H -3.030 -3.192 1.276 -0.1 0.0 0.0
H 2.271 -3.187 3.908 0.0 -0.1 0.0
H 0.561 -3.612 4.111 0.0 -0.1 0.1
H 1.374 -2.577 5.287 0.0 0.0 0.0
H 2.838 -0.831 2.825 0.1 0.0 0.1
H 2.374 -0.377 4.470 0.0 0.0 0.0
H 1.638 0.429 3.076 0.0 0.1 0.0
H -1.095 -1.663 4.423 0.0 0.0 0.0
H -0.694 -0.067 3.769 0.0 0.1 0.0
H 0.079 -0.642 5.244 0.0 0.0 0.0
H 3.862 -1.917 0.972 0.1 0.0 0.0
H 4.394 -3.563 1.311 0.0 0.0 0.0
H 3.468 -2.686 2.514 0.1 0.0 0.0
H 2.744 -2.808 -1.237 0.0 0.0 -0.1
H 1.879 -4.352 -1.130 0.0 0.0 0.0
H 3.576 -4.267 -0.704 0.0 0.0 0.0
H 1.799 -4.671 2.545 0.0 -0.1 0.0
H 2.784 -5.475 1.324 0.0 0.0 0.0
H 1.061 -5.206 1.039 0.0 0.0 0.0
C -0.422 2.859 4.179 0.2 -0.2 -0.1
C -0.540 2.648 2.691 -0.2 0.4 0.4
O -0.043 1.621 2.201 0.0 -0.3 -0.3
C -1.251 3.637 1.921 -0.1 -0.4 -0.6
C -1.376 4.962 2.373 0.0 0.1 0.0
C -2.035 5.910 1.636 0.0 0.1 0.1
C -2.636 5.540 0.427 0.1 -0.1 0.0
C -2.554 4.251 -0.030 0.0 -0.4 -0.1
C -1.865 3.246 0.694 0.3 0.9 0.7
O -1.900 2.025 0.259 0.5 -1.7 -0.6
H -0.031 1.960 4.647 0.0 0.0 0.0
H -1.398 3.101 4.596 0.0 0.1 0.0
H 0.257 3.685 4.392 0.0 0.1 0.0
H -0.908 5.245 3.304 0.0 0.0 0.0
H -2.101 6.930 1.984 0.0 0.0 0.0
H -3.171 6.276 -0.158 0.0 0.0 0.0
H -3.030 3.953 -0.954 0.0 0.0 0.0
C 0.463 0.988 -6.531 0.1 0.0 0.0
C -0.167 1.117 -5.174 -0.2 0.1 -0.2
C -1.514 1.455 -5.050 0.1 0.0 0.3
C -2.121 1.530 -3.795 0.1 0.0 -0.3
C -3.579 1.864 -3.658 0.1 -0.1 0.0
C -1.353 1.287 -2.677 0.5 0.2 0.2
C 0.039 1.013 -2.743 -1.0 0.1 -1.4
C 0.592 0.890 -4.041 0.1 -0.2 0.5
N 0.707 0.894 -1.559 -2.4 -0.7 3.2
C 2.095 1.279 -1.307 0.7 0.4 0.7
C 3.103 1.226 -2.458 -0.2 -0.1 -0.1
C 2.637 0.397 -0.176 -0.1 0.0 -0.2
C 2.020 2.742 -0.810 0.0 -0.1 -0.1
H -0.250 1.214 -7.320 0.0 0.0 0.0
H 0.833 -0.026 -6.683 0.0 0.0 -0.1
H 1.311 1.665 -6.633 0.0 0.0 0.0
H -2.102 1.657 -5.935 0.0 0.0 -0.1
H -3.964 2.309 -4.573 -0.1 0.0 0.0
H -3.746 2.556 -2.834 0.0 0.0 0.0
H -4.151 0.959 -3.449 -0.1 0.0 0.0
H -1.795 1.416 -1.699 -0.1 0.0 -0.1
H 1.609 0.564 -4.174 0.0 0.1 0.0
H 3.160 0.228 -2.892 0.0 0.0 -0.1
H 4.090 1.456 -2.058 0.0 0.0 0.1
H 2.885 1.963 -3.228 0.0 0.0 -0.1
H 2.806 -0.616 -0.542 0.0 0.0 0.0
H 1.924 0.355 0.653 0.2 0.0 0.1
H 3.579 0.798 0.194 0.0 0.0 0.0
H 1.612 3.384 -1.590 0.0 0.0 0.0
H 3.018 3.091 -0.547 0.0 0.0 0.0
H 1.377 2.806 0.069 0.0 0.0 0.0
```
Forces are in eV/Å.

The calculation puts the HOMO energy (alpha / beta) at -10.188 / -10.112 eV. Its spin multiplicity is 2. As for the expectation value of S²: 1.015. As for the total charge: +1. As for the HOMO-LUMO gap (alpha / beta): 4.941 / 4.962 eV.